Here is C48H51FIN9O3PSTl as an isolated structure at a distorted geometry from the Open Molecules 2025 dataset. Energies are from ωB97M-V with the def2-TZVPD basis set.

```
116
Properties=species:S:1:pos:R:3
Tl -0.3982 -0.4243 0.6835
N 2.9471 -2.6011 -0.0620
N 3.8843 -2.3917 -1.1483
C 5.2113 -2.1705 -1.0237
N 5.8484 -2.2788 -2.1416
N 5.6309 -1.9383 0.1842
N 6.9330 -1.7942 0.4681
O 7.6981 -1.2287 -0.3360
O 7.3463 -2.1218 1.6035
H 3.5740 -2.7683 0.7853
H 2.5218 -1.7131 0.1336
H 3.5301 -2.5010 -2.1305
H 5.2838 -2.5137 -2.9592
H 6.6948 -1.7577 -2.2102
C -1.4989 5.7103 -4.3474
C -0.2561 5.1953 -4.1545
C -0.1099 4.0159 -3.4524
C -1.1837 3.3153 -2.9476
C -2.4910 3.8382 -3.1101
C -2.6329 5.0336 -3.8104
P -0.9038 1.7657 -2.0187
C 0.7816 1.3864 -2.5007
C 1.8026 1.6629 -1.6091
C 3.1026 1.4202 -1.8876
C 3.4707 0.7548 -3.0843
C 2.5153 0.4928 -4.0249
C 1.1529 0.7832 -3.7350
C -2.0533 0.6282 -2.9177
C -2.3105 0.8901 -4.2507
C -3.3719 0.1308 -4.8700
C -4.0512 -0.8527 -4.1805
C -3.7679 -1.1036 -2.8064
C -4.4581 -2.0969 -2.1226
C -4.1728 -2.4778 -0.8447
C -3.1992 -1.7153 -0.1639
C -2.4583 -0.6733 -0.7518
C -2.7189 -0.3682 -2.1754
H -1.6924 6.6630 -4.8747
H 0.6517 5.4670 -4.7006
H 0.8387 3.6217 -3.3773
H -3.3619 3.2682 -2.6632
H -3.6608 5.4595 -4.0280
H 1.5292 2.2289 -0.7031
H 3.8658 1.5627 -1.1163
H 4.4531 0.3143 -3.2722
H 2.7733 -0.0852 -4.9128
H 0.3128 0.5270 -4.4158
H -1.6899 1.5477 -4.8143
H -3.5080 0.2595 -5.8959
H -4.8396 -1.3755 -4.7362
H -5.2168 -2.6118 -2.6584
H -4.8328 -3.2641 -0.3728
H -2.9666 -2.0202 0.8295
C 2.5124 0.8408 2.6784
C 1.6520 0.0620 3.6822
C 2.5537 -0.3940 4.8043
C 0.3989 0.8806 4.0565
C 0.5726 2.1199 4.6214
C -0.5010 2.8580 5.1276
C -1.7536 2.3029 4.9379
C -1.9941 1.0667 4.4091
C -3.3783 0.4712 4.4649
C -3.5215 -0.7475 5.3035
C -3.9348 0.5187 3.0310
C -0.8970 0.3197 3.9189
N -1.1557 -0.8483 3.1708
C -0.7354 -2.0258 3.7730
C -0.4445 -2.0957 5.1435
C -0.0802 -3.2590 5.7986
C -0.0443 -4.4681 5.1234
C -0.3897 -4.4702 3.7754
C -0.7733 -3.2646 3.1169
F -1.1870 -3.4269 1.8224
H 3.3092 0.1806 2.2174
H 2.9666 1.7005 3.1124
H 1.9451 1.2295 1.8377
H 1.3243 -0.8670 3.1051
H 3.5656 -0.0475 4.7840
H 2.5582 -1.4511 4.7613
H 2.1572 -0.0845 5.8122
H 1.5810 2.4265 4.6491
H -0.3096 3.8257 5.5359
H -2.6737 2.8056 5.2853
H -3.9299 1.2952 4.9601
H -2.9392 -1.5584 4.8596
H -4.6162 -1.0536 5.2104
H -3.2459 -0.6023 6.3423
H -3.5607 -0.2966 2.3855
H -3.6539 1.4274 2.4517
H -5.0373 0.4459 3.0028
H -0.4919 -1.1632 5.6464
H 0.1773 -3.2113 6.8587
H 0.1451 -5.4241 5.5877
H -0.6318 -5.4460 3.3354
N -0.6627 3.0052 1.4806
C -0.1994 4.0543 0.8659
O 0.9742 4.4326 0.8828
C -1.1413 4.8611 -0.0355
I -3.2254 5.1759 0.5473
H -0.0067 2.5104 2.1065
H -1.6315 3.0259 1.7949
H -1.2975 4.3800 -0.9796
H -0.7897 5.8886 -0.0449
C 0.3622 -3.5508 -2.4515
C 0.8051 -2.9793 -3.7512
C -0.0694 -2.8865 -4.8449
C 0.5371 -2.4926 -6.0238
N 1.8175 -2.3118 -6.1243
C 2.5777 -2.6413 -5.1183
S 4.2912 -2.7720 -5.3705
N 2.1187 -2.8231 -3.8733
H -0.5086 -3.0243 -1.9847
H 1.1610 -3.6057 -1.7453
H -0.0497 -4.6062 -2.5446
H -1.1026 -3.0614 -4.7757
H -0.0478 -2.2463 -6.8791
```

Kohn-Sham gap in eV: 5.68
Electronic energy in eV: -105790.2969
Molar mass in Da: 1215.3
Net charge: -2

Here are the Mulliken charges for atoms 1 to 8, given in e: Tl 0.95; N -0.58; N 0.21; C 0.95; N -0.30; N -0.46; N 0.81; O -0.68